Entry 1:
96
Properties=species:S:1:pos:R:3:mulliken_charge:R:1 method="wB97M-V/def2-TZVPD" smiles="COP(=O)(OC)OC.COP(=O)(OC)OC.COP(=O)(OC)OC.COP(=O)(OC)OC.C[N+](=O)[O-].C[N+](=O)[O-].C[N+](=O)[O-].C[N+](=O)[O-]" lumo_ev=-0.0733 homo_lumo_gap_ev=10.58
O 3.311 -6.509 4.952 -0.289
O 7.200 2.467 4.507 -0.312
H -7.498 5.161 -2.504 0.273
O 9.417 2.784 5.599 -0.300
H -5.192 2.356 -7.936 0.256
O -2.939 -5.775 -6.335 -0.327
N 0.071 3.365 1.137 0.794
H 4.083 -7.677 3.492 0.263
O -2.406 -7.266 -4.234 -0.649
P -2.430 3.022 -6.086 1.011
N -7.364 6.544 -0.974 0.863
H -0.283 -9.193 -6.239 0.240
H -4.668 -3.403 0.707 0.293
O -1.025 3.880 1.450 -0.481
H -1.699 9.887 1.257 0.273
O 1.099 4.008 0.849 -0.493
C 0.771 -5.034 7.557 -0.707
H 6.481 3.009 2.570 0.243
H 1.272 1.542 1.383 0.291
C -7.238 5.142 -1.446 -0.695
H 1.949 -8.262 6.777 0.333
O -2.068 11.114 3.901 -0.523
H -0.444 11.149 1.104 0.294
H -0.328 1.575 2.159 0.298
O -6.468 -0.720 1.179 -0.509
P 8.439 1.596 5.085 1.044
O -1.995 12.557 2.327 -0.503
H 1.074 2.187 -6.034 0.275
H -0.149 0.948 -6.020 0.287
H -5.266 -2.270 -0.542 0.275
C 3.924 -6.615 3.676 -0.661
H -6.218 4.784 -1.307 0.318
H 5.838 0.704 7.012 0.249
O -2.809 2.215 -4.886 -0.670
H -0.666 -8.481 -7.824 0.251
O -5.168 -1.682 2.547 -0.508
O 0.881 -7.335 5.187 -0.314
C 9.132 3.635 6.725 -0.711
H 6.655 -0.828 6.546 0.238
H 1.088 -4.307 8.305 0.266
O -3.271 2.653 -7.473 -0.344
C -0.935 -8.499 -6.768 -0.648
H -3.795 -3.913 -6.778 0.245
H -0.261 1.470 0.412 0.269
H 0.708 -4.956 -3.635 0.260
H -0.386 9.987 2.383 0.291
H 8.299 3.017 3.002 0.314
O 1.862 -5.650 6.824 -0.281
H -2.204 -3.761 -6.151 0.297
O -8.385 7.158 -1.109 -0.527
O 1.371 -4.882 4.345 -0.689
H 3.374 -6.133 2.867 0.329
H 9.168 4.709 6.546 0.308
H -0.804 -4.338 -2.919 0.252
O 7.698 0.912 6.425 -0.306
H -4.913 3.596 -6.679 0.371
C 1.219 -8.457 5.992 -0.661
H 4.936 -6.210 3.695 0.240
O 9.130 0.700 4.131 -0.675
H 6.986 4.217 3.595 0.224
C 7.267 3.207 3.298 -0.605
O -0.992 -5.121 -4.726 -0.295
H -6.459 -3.136 0.374 0.275
C 0.243 1.886 1.284 -0.679
H 1.631 -9.293 5.426 0.264
H 0.074 -4.493 6.916 0.333
C -0.357 -5.143 -3.501 -0.694
C -4.545 3.172 -7.614 -0.698
H -2.549 -4.390 -7.826 0.246
C -2.824 -4.408 -6.772 -0.560
H -0.183 2.229 -4.853 0.318
H -0.447 -6.074 -2.941 0.322
H -8.004 4.506 -1.002 0.278
H -4.649 3.856 -8.455 0.262
H 6.048 0.320 5.321 0.312
H 0.137 -5.763 8.061 0.285
C 6.512 0.225 6.303 -0.626
N -1.755 11.465 2.780 0.847
C 0.005 2.021 -5.907 -0.682
H -3.608 5.885 -7.194 0.258
O -0.900 2.903 -6.582 -0.273
H 0.213 -8.694 6.339 0.255
O -6.364 6.987 -0.437 -0.511
P 1.826 -5.997 5.249 1.034
C -5.461 -2.704 0.439 -0.644
O -2.666 4.617 -5.950 -0.336
H 9.731 3.401 7.605 0.308
P -1.854 -6.439 -5.296 1.026
H -2.353 4.830 -7.956 0.343
H -1.885 6.277 -6.965 0.249
N -5.712 -1.627 1.448 0.818
H -1.971 -8.834 -6.718 0.322
C -1.076 10.598 1.801 -0.679
C -2.603 5.470 -7.110 -0.627
H 8.117 3.571 7.116 0.295
O -0.751 -7.196 -6.280 -0.288


Entry 2:
10
Properties=species:S:1:pos:R:3:mulliken_charge:R:1 method="wB97M-V/def2-TZVPD" lumo_ev="-0.5068 / -1.2131" homo_lumo_gap_ev="7.54 / 7.05"
H -0.720 0.813 -1.440 0.397
H -0.659 1.298 0.945 0.182
I 2.620 1.487 0.419 -0.020
I 2.705 -2.327 0.224 -0.038
H -2.181 0.165 1.003 0.272
H -0.491 -0.476 1.251 0.229
C -0.871 -0.035 -0.748 -0.805
C -1.050 0.252 0.714 -0.542
P 1.980 -0.349 -1.040 -0.024
H -1.333 -0.829 -1.328 0.349


Entry 3:
22
Properties=species:S:1:pos:R:3:mulliken_charge:R:1 method="wB97M-V/def2-TZVPD" lumo_ev="0.1231 / 0.1516" homo_lumo_gap_ev="6.79 / 6.74"
H -1.768 -1.039 -0.773 0.314
C 2.719 -1.473 1.230 -0.432
H 1.166 -2.816 1.817 0.465
H -2.717 0.002 2.337 0.141
N -1.622 -0.052 -1.011 0.755
N -2.607 0.578 -1.518 -1.262
C 2.966 -0.165 0.570 -0.706
C 0.678 -0.290 -0.301 1.483
H 2.016 1.185 -0.928 0.199
H -0.591 -1.952 0.421 0.162
S -1.657 0.773 2.379 -0.309
H 3.592 -1.771 1.923 0.266
S -0.256 1.730 -2.081 -0.222
H -2.650 2.581 -2.010 0.347
H 3.976 0.204 0.480 0.384
C -2.127 1.684 -2.193 -0.367
H -2.406 1.710 -3.314 0.247
C 1.419 -2.037 1.210 -0.668
C 1.922 0.313 -0.234 -0.336
H -2.110 2.003 2.634 0.156
C 0.426 -1.468 0.414 -0.355
C -0.371 0.300 -1.053 -0.261


Which energy relative to the best compared isomer or geometry (same formula, charge and spin) belongs to each record? In order, 385.15 196.48 408.19 kJ/mol.